1.
Molecular formula: C16H19FeN2O4S
Method: DFT, wB97M-V/def2-TZVPD

```
43
Properties=species:S:1:pos:R:3:forces:R:3:lowdin_spin:R:1
C 3.409 0.257 2.721 0.335 0.485 -0.039 0.004
O 3.435 1.524 2.010 0.276 -0.262 -0.315 0.085
C 2.731 1.592 0.876 -1.127 -2.869 -0.749 0.162
C 2.054 0.476 0.221 -0.365 0.859 2.834 0.010
C 0.556 0.696 0.147 0.119 -0.495 -0.597 0.071
C 0.091 2.106 0.195 0.283 -0.205 -0.284 0.312
C 1.026 3.111 0.118 1.498 0.643 -0.060 0.113
C 2.454 2.839 0.188 -2.283 2.397 2.437 0.369
Fe 3.256 1.334 -1.128 -1.295 1.028 0.655 1.553
C 2.355 0.556 -2.417 -0.731 -1.877 -3.666 0.011
O 2.019 -0.026 -3.370 0.256 1.227 2.336 0.020
C 4.493 0.127 -1.160 4.243 -3.481 -1.993 0.078
O 5.266 -0.582 -1.676 -1.669 1.280 1.540 0.046
C 4.099 2.465 -2.187 1.622 2.096 -3.961 0.102
O 4.462 2.925 -3.189 -0.509 -0.663 2.158 0.071
H 4.366 -0.236 2.525 -0.237 -0.082 0.188 0.002
H 3.301 0.528 3.771 0.215 -0.118 -0.053 0.001
H 2.576 -0.393 2.428 0.235 0.383 0.024 0.000
H 2.311 -0.550 0.523 -0.108 0.527 -0.084 0.004
H 0.128 0.182 -0.731 0.276 0.233 0.191 0.019
H 0.132 0.154 1.009 -0.065 -0.081 0.004 0.028
H -0.995 2.253 0.206 0.677 0.340 -0.065 0.017
H 0.737 4.167 0.069 -0.032 -0.431 -0.316 0.002
H 3.153 3.686 0.270 -0.446 -0.506 -0.092 0.018
C -4.063 -0.542 1.390 -0.524 0.031 0.131 0.003
C -2.759 0.208 1.483 -0.135 0.145 -0.279 0.053
N -1.995 0.141 0.235 -0.614 0.756 1.162 0.434
C -2.252 -0.809 -0.608 -0.959 -2.414 -1.712 0.043
N -3.126 -1.837 -0.410 0.640 0.220 1.079 0.193
C -3.815 -1.932 0.858 -0.226 -0.083 0.445 0.016
C -2.969 -3.051 -1.194 0.067 0.037 -0.075 0.022
C -2.158 -2.651 -2.411 0.064 -0.105 -1.039 0.012
S -1.471 -0.984 -2.166 0.123 0.260 0.522 0.058
H -4.547 -0.611 2.364 0.032 0.067 -0.042 -0.001
H -4.730 0.006 0.724 -0.155 -0.073 -0.034 -0.001
H -2.943 1.272 1.671 0.249 -0.153 0.103 0.012
H -2.167 -0.180 2.336 0.210 0.214 -0.519 0.026
H -3.183 -2.482 1.573 -0.123 -0.146 -0.171 0.009
H -4.740 -2.493 0.699 0.113 0.062 0.077 0.003
H -2.446 -3.834 -0.621 -0.127 0.398 0.168 0.010
H -3.952 -3.462 -1.457 0.169 0.237 0.056 0.005
H -1.311 -3.323 -2.576 -0.260 0.123 -0.078 0.002
H -2.790 -2.629 -3.305 0.289 -0.004 0.113 0.001
```
Positions in Å, forces in eV/Å.

Orbital gap (spin up / spin down) ... 4.7 / 2.9 eV
Charge ... +1
HOMO energy (spin up / spin down) ... -0.2836 / -0.3857 hartree
Energy above the lowest of the compared OMol25 structures with the same formula, charge and spin ... 36.7 kcal per mole
2S+1 ... 5

***

2.
Molecular formula: C38H53FeN4OP2S
Method: DFT, wB97M-V/def2-TZVPD

```
100
Properties=species:S:1:pos:R:3:forces:R:3:lowdin_spin:R:1
C -1.238 -1.382 -2.093 0.334 0.644 0.532 0.002
C 0.785 -2.394 -1.358 -0.828 0.473 -0.119 0.025
C -1.438 -2.391 -3.031 0.181 -0.326 -0.007 0.132
C 0.531 -3.503 -2.206 0.506 0.110 0.347 0.118
C -0.570 -3.490 -3.045 -0.185 0.258 -0.047 -0.007
H -2.292 -2.314 -3.699 0.190 -0.163 0.117 0.006
H 1.249 -4.324 -2.184 -0.289 0.175 -0.173 0.004
H -0.766 -4.322 -3.719 0.118 0.174 0.151 -0.003
N -0.170 -1.396 -1.268 -0.083 -0.677 -0.653 0.087
P -2.252 0.243 -0.114 -1.041 -0.574 -0.272 0.022
P 2.422 -0.641 0.110 0.973 -0.232 0.175 0.063
C -2.217 -0.233 -1.913 0.088 0.028 -0.141 -0.003
H -1.911 0.642 -2.506 0.157 -0.272 0.129 0.000
H -3.215 -0.517 -2.261 0.273 0.015 -0.009 -0.001
C 0.642 1.253 1.231 0.667 5.325 0.976 -0.042
O 0.963 2.317 1.620 -0.864 -4.139 -0.884 -0.024
C 1.958 -2.201 -0.585 0.340 -1.509 -0.300 0.439
H 2.651 -3.041 -0.521 -0.150 0.053 -0.134 0.018
C 3.567 0.104 -1.247 -0.044 0.150 -0.034 0.047
C 3.534 -1.017 1.642 -0.242 -0.091 -0.183 0.013
C -3.101 1.941 -0.018 0.073 -0.225 -0.050 0.002
C -3.473 -1.123 0.491 0.050 0.290 -0.098 0.013
C 3.639 1.618 -0.994 0.062 0.195 0.006 0.007
H 4.206 1.856 -0.086 -0.116 -0.065 -0.256 0.000
H 4.151 2.091 -1.845 -0.109 -0.101 0.207 0.003
H 2.649 2.075 -0.906 0.144 -0.109 -0.090 0.002
C 4.980 -0.497 -1.250 0.142 0.012 -0.023 0.004
H 5.560 -0.264 -0.352 -0.152 -0.073 -0.277 0.000
H 4.956 -1.583 -1.403 0.044 0.232 0.033 0.001
H 5.527 -0.064 -2.103 -0.219 -0.067 0.190 0.001
C 2.981 -0.193 -2.636 -0.258 -0.028 -0.087 0.007
H 3.496 0.430 -3.384 -0.116 -0.175 0.263 0.001
H 3.118 -1.245 -2.917 0.052 0.178 0.089 0.003
H 1.917 0.035 -2.701 0.164 -0.034 -0.004 0.000
C 4.268 0.273 2.045 0.096 0.068 0.039 0.001
H 3.568 1.115 2.148 0.197 -0.168 -0.010 0.000
H 4.735 0.112 3.029 -0.137 0.020 -0.248 0.000
H 5.066 0.558 1.353 -0.248 -0.052 0.181 0.000
C 2.663 -1.431 2.829 -0.269 0.034 0.246 0.002
H 1.908 -0.680 3.085 0.140 -0.075 -0.063 0.001
H 2.153 -2.385 2.655 0.138 0.184 -0.020 0.001
H 3.305 -1.565 3.715 -0.119 0.045 -0.328 0.000
C 4.504 -2.183 1.403 0.303 0.034 -0.046 0.002
H 5.249 -1.992 0.628 -0.204 -0.093 0.242 0.000
H 5.054 -2.357 2.341 -0.183 -0.006 -0.224 0.001
H 3.972 -3.108 1.153 0.109 0.144 0.135 0.000
C -3.861 -0.796 1.939 -0.127 -0.205 0.181 0.001
H -4.340 -1.681 2.388 0.095 0.211 -0.097 0.000
H -2.980 -0.554 2.549 -0.278 -0.009 -0.120 0.000
H -4.586 0.027 2.003 0.244 -0.217 -0.045 0.000
C -2.731 -2.467 0.445 0.358 -0.044 0.133 0.001
H -2.634 -2.855 -0.578 -0.097 0.093 0.268 0.001
H -1.733 -2.393 0.878 -0.313 -0.010 -0.162 0.001
H -3.285 -3.213 1.036 0.057 0.211 -0.186 0.000
C -4.739 -1.325 -0.362 -0.222 0.094 0.144 0.002
H -5.320 -2.133 0.109 0.146 0.153 -0.138 0.001
H -5.387 -0.447 -0.407 0.138 -0.305 -0.014 0.000
H -4.511 -1.648 -1.385 -0.078 0.015 0.253 0.000
C -2.372 2.947 -0.921 0.117 0.102 -0.030 0.001
H -2.389 2.655 -1.978 0.056 0.100 0.201 0.001
H -2.886 3.918 -0.837 0.097 -0.281 -0.020 0.000
H -1.332 3.100 -0.612 -0.208 -0.090 -0.099 0.000
C -3.019 2.455 1.429 -0.059 0.019 0.112 0.001
H -1.978 2.605 1.742 -0.227 0.012 -0.112 0.000
H -3.532 3.428 1.480 0.164 -0.233 -0.012 0.000
H -3.505 1.785 2.148 0.158 0.207 -0.171 0.000
C -4.567 1.867 -0.465 -0.158 0.261 0.036 0.000
H -4.678 1.408 -1.456 -0.003 0.077 0.235 0.000
H -5.203 1.346 0.260 0.209 0.120 -0.204 0.000
H -4.955 2.894 -0.539 0.119 -0.212 0.003 0.000
Fe 0.127 -0.023 0.088 0.152 -0.624 1.629 1.965
N 0.305 1.226 -1.313 0.075 0.571 -0.452 0.229
C 0.513 1.862 -2.284 0.025 1.836 -1.945 0.217
C 0.661 2.658 -3.440 -0.260 -1.261 1.556 0.089
C 0.481 4.065 -3.405 0.008 1.270 -0.351 0.142
C 0.994 2.042 -4.672 0.287 -0.140 -1.379 0.139
C 0.634 4.822 -4.570 -0.111 -0.532 0.835 0.002
H 0.220 4.542 -2.458 0.074 -0.062 -0.308 0.008
C 1.164 2.812 -5.823 -0.130 -0.599 0.748 0.003
H 1.108 0.957 -4.707 0.015 0.306 -0.085 0.008
C 0.978 4.198 -5.775 0.101 0.364 -0.516 0.179
H 0.484 5.905 -4.539 0.051 -0.403 0.041 -0.004
H 1.440 2.323 -6.760 -0.127 0.162 0.307 -0.004
H 1.103 4.794 -6.682 -0.037 -0.192 0.315 0.011
N -0.035 -3.516 1.905 0.251 -0.106 0.006 0.007
C -0.337 -2.574 2.840 -0.305 1.177 0.028 0.001
N -0.464 -1.275 2.624 0.356 -1.606 -0.234 0.037
C -0.777 -0.611 3.812 0.021 -0.769 0.432 0.002
C -0.986 0.762 3.963 0.116 -0.273 0.109 0.000
C -1.339 1.264 5.215 0.086 -0.226 -0.053 0.000
C -1.455 0.413 6.325 0.070 -0.332 -0.123 0.000
C -1.228 -0.965 6.184 -0.082 0.152 0.018 0.000
C -0.903 -1.474 4.931 -0.190 0.776 0.041 0.001
S -0.626 -3.143 4.471 -0.002 0.765 -0.055 0.002
H 0.071 -4.465 2.251 0.108 0.343 -0.360 0.000
H 0.483 -3.252 1.068 -0.292 -0.102 0.421 0.007
H -0.838 1.404 3.100 -0.259 -0.035 0.368 0.000
H -1.519 2.331 5.328 0.068 -0.228 0.019 0.000
H -1.720 0.826 7.303 0.112 -0.213 -0.405 0.000
H -1.303 -1.656 7.023 -0.056 0.327 -0.040 0.000
```
Positions in Å, forces in eV/Å.

Orbital gap (spin up / spin down) ... 3.6 / 5.4 eV
Charge ... +1
HOMO energy (spin up / spin down) ... -0.2351 / -0.3811 hartree
Energy above the lowest of the compared OMol25 structures with the same formula, charge and spin ... 0.0 kcal per mole
2S+1 ... 5